Density functional theory data (ωB97M-V with the def2-TZVPD basis set) for a cluster of 3 separate species, C30H41F16IN3O5S2 in total at a distorted geometry.

Structure (XYZ):
```
98
Properties=species:S:1:pos:R:3:forces:R:3
C 4.4571 -1.3212 0.6777 -0.28 -0.48 -0.53
H 4.3976 3.9771 -4.5546 0.23 -0.29 -0.14
S 3.0083 -2.2416 -5.2189 0.19 0.50 0.26
H 2.5360 2.1174 -3.8860 0.24 -0.39 0.07
F -5.3799 -7.8574 5.6541 0.15 0.07 -0.33
H 2.1406 -2.0089 -1.8720 0.53 0.17 -0.02
I 3.6141 2.6880 -0.6452 -0.42 0.89 0.13
H 1.2431 7.7053 -3.0859 -0.17 0.53 0.37
H -9.0071 -4.1097 6.5712 0.08 -0.04 0.07
H 5.5860 4.1441 -5.8696 -0.33 -0.21 0.36
N -0.2046 5.8159 -1.4385 1.17 -1.31 0.14
C 5.2802 3.4993 -5.0221 0.64 -0.13 -0.14
H 3.3144 7.4566 -3.2394 0.11 0.19 0.20
O -2.1258 4.0176 0.5025 0.67 0.05 -0.65
C 3.5364 -1.0364 -4.2791 -0.86 -0.76 -0.27
H 2.5288 -2.2946 0.4965 0.22 -0.10 -0.48
F -2.5794 -3.4988 0.6259 0.14 0.22 -0.04
H 0.2822 8.0895 -0.5907 0.21 -0.29 -0.32
O -5.4477 -5.8600 6.5605 -0.40 0.26 -0.81
C 2.0365 5.3729 -0.8380 1.74 -1.63 0.29
H -7.3006 -5.8395 7.5238 -0.10 0.12 -0.26
C -1.7153 4.0229 -1.9301 -0.25 0.77 0.61
F -0.5459 -0.8285 1.7180 -0.30 0.15 -0.08
C -1.2175 -5.9161 2.3961 0.28 -0.55 -0.35
C -1.7854 -4.8583 3.3415 -0.06 1.09 0.70
H 2.6633 -0.4573 -1.1974 0.34 -0.25 -0.36
C -2.3953 3.3683 -0.6985 1.38 1.34 -0.12
F -7.1924 -6.7036 5.4216 0.17 -0.20 -0.33
H 6.7308 4.5525 -3.7771 -0.11 -0.40 -0.09
F -5.6684 -4.7849 3.9431 0.04 -0.12 0.16
C -6.4452 -5.1943 7.3201 0.19 -0.27 0.75
H 3.8602 -3.1316 -0.4058 -0.26 0.19 0.42
O 3.1676 7.8302 -2.3611 -0.40 -0.42 0.11
F -5.6889 -6.7945 3.1057 -0.08 -0.14 0.23
H -0.5047 1.7078 -1.0130 0.23 0.37 -0.34
C 0.6917 3.5074 -1.3938 1.37 0.19 0.44
H 0.7447 0.2863 -4.7187 0.10 0.24 0.43
C -0.3031 4.5120 -1.5578 -2.53 -1.27 -1.09
C 4.7119 0.9939 -4.5308 0.71 1.08 -0.52
H 1.9715 7.7201 -0.1058 -0.32 0.27 -0.41
N 1.0140 6.1496 -1.0722 0.09 2.60 0.68
H 5.7413 1.8236 -6.3103 -0.38 -0.04 0.20
H 6.2322 3.0214 -3.0542 0.06 0.07 -0.49
O -3.0718 2.4197 -0.7484 -1.16 -1.67 -0.26
C 2.5149 1.0334 -3.6736 -0.93 -0.77 -0.21
C -1.2551 -2.5169 3.1684 0.12 0.42 0.73
C -6.8695 -3.7999 6.8283 0.73 -0.14 -0.07
H 1.2066 1.4527 -1.2794 -0.46 0.31 -0.07
F -2.1331 -6.8898 2.1901 -0.10 0.17 0.23
F -5.8394 -3.2322 6.1579 -0.16 0.03 -0.10
H -2.2790 -2.2740 3.4562 -0.06 -0.11 -0.27
H -0.3116 -6.3618 2.8130 -0.05 0.08 0.13
H -1.5361 3.4425 1.0157 -0.48 0.04 0.23
H -1.7202 3.3621 -2.8054 -0.02 -0.02 0.55
C -8.1518 -3.7369 6.0006 -0.53 0.34 -0.24
H -4.1795 -6.0750 4.1864 -0.04 -0.13 0.19
C 1.2235 7.6280 -0.9115 0.66 -0.23 -0.12
C 3.4252 -2.1561 -0.1306 0.66 0.42 -0.45
H 5.3905 -1.2420 0.0933 -0.27 0.10 0.42
C -0.9536 -2.1352 1.7087 0.45 -0.59 0.35
H 5.5390 0.2689 -4.5826 -0.51 0.06 -0.03
H 7.3759 3.0440 -4.4348 -0.50 0.08 0.10
S 4.3728 -1.4981 -2.6999 -0.11 0.57 0.15
H 4.0531 -0.3110 0.8724 0.21 -0.36 0.00
N 3.3692 0.3428 -4.6679 1.19 -0.01 1.24
H -2.9470 -1.5853 1.0315 0.06 0.02 0.09
F -1.7141 -1.8585 -0.5101 0.18 0.13 0.14
H 0.1103 2.5614 -3.7983 0.39 -0.44 0.23
H -0.6299 -1.8661 3.7804 0.14 -0.05 -0.14
C 0.1170 1.6633 -3.1494 -1.27 -0.55 0.24
C 6.4618 3.5080 -4.0205 0.05 0.33 0.12
F -8.0469 -4.4433 4.8565 -0.01 0.17 0.16
H 2.9354 0.8033 -2.6797 -0.09 0.60 -0.33
C -2.1227 -2.2385 0.7308 -0.37 0.16 -0.55
C -5.2669 -6.0573 4.1595 0.26 0.15 -0.62
H 3.9867 2.1912 -6.1686 0.55 -0.08 -0.02
C 3.0212 -1.4697 -1.4699 -1.16 -0.25 0.84
C 4.9379 2.1027 -5.6107 -0.57 0.22 0.40
F -0.9182 -5.3792 1.1949 -0.01 0.05 0.20
F -7.0689 -3.0350 7.9394 -0.34 -0.11 -0.02
O -0.8871 -3.8265 3.5734 -0.30 -0.31 -0.87
H -0.9183 1.2695 -3.2123 0.44 0.27 -0.01
C -5.8494 -6.6059 5.4606 -0.29 -0.18 1.16
C 1.7813 8.1710 -2.2414 0.33 0.06 -0.06
F 0.1021 -2.8570 1.2694 -0.12 0.06 -0.15
H 1.7132 9.2704 -2.2602 -0.33 -0.41 -0.02
H 4.6583 -1.8266 1.6354 0.06 0.33 -0.33
H 2.9756 5.8229 -0.5057 -0.51 0.18 -0.20
C 0.3426 2.0479 -1.6346 1.01 -0.33 -0.06
H 4.8054 1.4962 -3.5452 -0.10 -0.56 -0.27
C 1.0380 0.5492 -3.6850 0.82 0.51 -0.30
F -8.4078 -2.4513 5.6501 0.15 -0.01 0.17
H 0.9863 -0.3874 -3.1034 -0.34 0.47 -0.07
H -5.9761 -5.0355 8.2913 0.08 0.16 -0.10
H -2.3689 4.8800 -2.1866 0.54 -0.18 0.13
F -2.9646 -4.3647 2.9132 0.03 -0.48 0.01
C 1.9831 3.9707 -0.9984 -2.03 -0.25 -0.54
F -2.0229 -5.4279 4.5451 0.10 -0.32 -0.17
```
Positions in Å, forces in eV/Å.

Its electronic energy is -4399.80367 Eh. The net charge is +1.

Density functional theory data (ωB97M-V with the def2-TZVPD basis set) for an isolated molecule of C4H8OS at a distorted geometry.

Structure (XYZ):
```
14
Properties=species:S:1:pos:R:3:forces:R:3
C -2.2867 0.1175 0.1835 0.14 -1.02 1.85
H 1.8752 -1.1500 -1.2812 -0.52 0.03 -0.08
H 2.6312 -0.6091 0.1717 -0.93 -0.45 -0.13
H 1.7532 1.6128 0.2202 -0.47 0.29 -1.00
C 1.6735 -1.0765 -0.2108 1.43 0.08 1.22
H 1.6697 -2.1387 0.1991 -0.53 1.54 -0.34
S -1.0168 -0.8015 -0.7574 0.52 1.02 0.96
O -0.0668 2.0659 -0.6783 0.99 -0.03 -0.37
C 0.4857 -0.1227 0.1141 -0.52 -1.57 -1.32
C 0.7715 1.3024 -0.2757 -0.27 0.38 1.64
H 0.2373 0.0334 1.1869 0.33 -0.67 -0.31
H -2.1085 1.2051 0.3057 0.21 -0.86 -0.07
H -3.1891 0.0065 -0.3844 -0.59 -0.11 -0.20
H -2.4295 -0.4452 1.2067 0.20 1.39 -1.84
```
Positions in Å, forces in eV/Å.

Its relative energy (zero: lowest compared OMol25 entry of this formula, charge and spin) is 102.60 kJ/mol.

Density functional theory data (ωB97M-V with the def2-TZVPD basis set) for a cluster of 2 separate species, C2H2FOS in total at a distorted geometry.

Structure (XYZ):
```
7
Properties=species:S:1:pos:R:3:forces:R:3
H -0.9368 -0.0966 1.3448 0.41 -0.28 -0.07
C 0.9817 0.7436 -0.3696 -1.49 0.34 1.71
H -0.5669 -1.6485 0.4542 0.80 -1.31 0.42
O 0.8924 1.7949 0.2255 -0.24 -1.34 -0.40
S 1.9554 0.2043 -1.5983 -0.03 -0.57 -0.25
C -0.6404 -0.5970 0.4075 1.59 2.77 -0.44
F -1.6854 -0.4006 -0.4641 -1.04 0.40 -0.97
```
Positions in Å, forces in eV/Å.

The net charge is -1. Its relative energy (zero: lowest compared OMol25 entry of this formula, charge and spin) is 154.47 kJ/mol.

Density functional theory data (ωB97M-V with the def2-TZVPD basis set) for a cluster of 9 separate species, C48H123N9O15 in total at a distorted geometry.

Structure (XYZ):
```
195
Properties=species:S:1:pos:R:3:forces:R:3
C 3.7663 -3.0368 -3.6046 -2.30 0.93 0.96
H -4.4884 -5.9993 1.8289 0.08 -0.31 0.00
H 0.7236 -4.9965 -2.0121 -0.36 -0.30 -0.81
O -2.4399 -6.2737 1.7111 0.07 -0.76 0.67
H 3.3800 -0.1611 0.3284 0.47 -0.21 1.49
H -3.3360 1.5612 -1.0155 0.10 0.94 -0.69
H -2.6115 -2.3910 -1.0949 0.21 0.94 1.21
C -2.8657 3.5376 -2.0685 0.61 -1.81 -0.69
H -0.2564 2.1995 3.7087 -0.89 -0.65 0.22
H 6.8056 -2.7604 -2.6856 0.61 0.57 0.20
H -1.3956 5.7129 3.9377 -0.11 0.04 0.67
O 4.8472 -2.9361 -2.7259 0.05 0.03 -0.34
H -0.8544 5.0598 2.4995 0.42 -0.47 -0.92
H -3.8213 -7.7026 1.9338 -0.36 0.50 0.12
C 1.3652 0.1347 4.3908 -0.81 0.84 1.71
H 3.5206 5.2035 -0.5601 0.18 -0.04 0.81
C 5.1571 -2.7697 1.8184 -0.46 1.23 0.50
H -3.0871 -4.5722 2.3636 -0.14 1.01 0.46
C -0.0875 0.3186 -1.0200 1.11 -0.63 -0.07
H -6.2691 2.8963 2.0272 -0.58 -0.74 -0.07
O 3.2790 5.4931 1.5619 0.85 0.28 -0.04
C -4.2967 -0.8285 1.2474 -0.56 -0.61 0.45
H 0.5293 -0.4199 -3.0533 -0.27 0.07 0.38
H -4.1891 4.8517 5.3352 0.01 -1.28 0.63
N 3.0046 -2.7050 0.5084 1.06 -0.10 -0.10
H -5.0039 -0.3052 0.6157 -0.29 -0.05 -0.08
C -1.3942 -4.1500 1.1960 -0.38 -0.09 0.83
H -1.7888 3.5071 -2.0045 0.58 0.31 0.35
H -4.2569 -1.8987 0.9672 -0.13 0.28 0.23
N 1.4118 -3.7470 -3.5436 -1.46 -0.28 -0.46
H -1.4205 8.7132 -0.2751 -0.83 -0.34 0.16
H 0.8054 -1.8805 -8.4141 -0.28 0.30 -0.03
H 1.8361 -4.2429 4.2270 0.73 1.16 0.72
H -5.1209 3.4583 3.2135 0.15 0.29 0.13
H 2.4906 -2.7356 1.3848 -0.03 -0.28 0.04
C 0.4698 -4.8070 -3.0939 0.57 -0.21 1.44
H -1.6024 -5.0116 3.1682 0.57 -0.39 0.72
H -3.4503 4.6339 6.9833 -1.54 -0.57 -0.85
C -2.5381 -2.9046 -2.0079 1.00 -1.16 -1.50
C 2.7881 5.2966 0.2699 -1.93 -1.80 -1.26
H -4.4164 -0.0938 -2.7480 -0.21 0.32 0.09
C 0.7986 -1.8232 -7.3241 -1.33 -0.38 0.48
H -3.0592 3.8547 -3.1011 -0.26 0.28 0.23
H 3.4708 -0.5401 2.2313 0.12 -0.30 -1.80
C 1.5792 2.5467 4.8451 -1.00 0.21 -0.94
H -1.9307 4.6200 0.3685 -0.53 0.25 -0.23
H 1.0873 -0.8109 0.2269 -0.70 -0.20 -0.61
H 5.7250 -4.8899 3.2253 0.55 0.03 -0.66
N 0.6473 6.3039 0.8124 0.54 -0.54 0.69
H 1.0378 2.4167 5.8139 0.56 0.44 -0.19
O -4.7439 -0.6260 2.5846 0.27 -0.03 0.31
C 2.4161 -3.6048 -7.0222 -1.55 -0.90 -0.11
O -4.6032 1.9958 -2.6045 -0.04 -0.43 0.06
H 3.1943 -2.0816 -3.6749 0.51 0.08 0.15
C 0.3699 1.4521 -0.1122 -0.62 -0.22 0.99
H 2.6765 -3.6675 -8.1095 -0.51 0.69 0.74
C -0.1598 7.5022 0.8015 1.42 1.14 -0.07
H -2.8831 -2.2804 -2.8363 -0.19 -0.12 0.13
H 2.8840 -4.0749 -1.9689 -0.48 0.04 -0.59
O -5.2299 4.4091 1.3284 -0.22 -0.23 0.28
H 6.2271 -3.4407 -4.1657 -0.08 0.09 -0.15
H -1.9618 -0.9908 4.4568 0.21 -0.39 -0.06
C 0.9965 2.0026 -4.0400 0.65 -0.73 0.51
H -3.6264 -2.2058 3.3219 -0.27 -0.32 0.23
C -2.6132 0.9360 5.9080 -0.68 0.13 1.18
N 0.9796 -3.1664 -6.8093 1.80 -0.47 -0.82
H -3.6397 1.3583 4.1912 1.00 -0.48 0.52
H 0.5802 2.9167 -4.4007 -0.19 0.57 -0.49
H 3.0462 1.1220 4.8596 0.23 0.29 0.21
H -1.6355 -5.3274 -2.8239 0.33 0.38 -0.36
C -0.0401 -4.6779 0.8364 0.43 -1.80 1.01
H -3.4909 5.3019 2.0995 -0.10 -0.37 0.71
H 1.7971 -3.3352 5.8337 0.16 -0.39 -0.65
H 2.4039 3.2804 4.8333 -0.74 0.07 0.49
H -2.9706 6.8880 -1.9213 1.55 0.39 -0.57
H 2.9365 -5.0390 -3.4953 0.35 0.39 0.49
H -0.0016 1.3412 0.9408 -0.04 0.08 -0.93
H 3.2646 -3.6474 0.2186 -0.58 -0.05 0.23
O 2.0623 -2.1773 4.1747 -0.99 -1.07 -1.60
H 1.5641 -1.1388 -7.0064 0.67 0.52 0.19
H 0.9338 1.1932 -4.7763 0.07 0.23 -0.24
H 2.2269 7.3490 -0.0997 0.41 0.34 0.18
H -0.1628 -5.7181 0.4714 0.25 0.35 0.17
H -1.1317 0.2811 -1.2720 -0.77 0.49 0.27
H 1.8830 -1.2515 5.9755 0.40 0.30 -0.40
H 0.9142 3.0906 2.8289 0.54 0.04 -0.59
C -1.9965 7.3932 -2.3064 -2.34 0.02 1.38
N 2.1794 1.3286 4.3993 0.63 -0.61 -0.48
C 4.3113 -2.0457 0.7552 -0.28 0.84 -0.35
H 3.0917 -2.9262 -6.5175 0.40 0.17 0.13
H -2.0565 -4.1098 0.3152 0.33 0.16 0.23
C -0.5367 -1.3517 -6.7285 1.07 2.16 -0.26
H -4.2179 6.0446 0.7208 0.24 -1.23 0.12
H -0.8702 -0.3542 -7.1127 0.07 -0.90 -0.37
H 3.2847 -0.7735 4.8509 -1.08 0.19 0.64
H 5.7181 -4.8355 -6.5419 0.41 0.19 0.52
H -2.1237 3.1880 5.8938 0.29 -1.04 0.12
H 4.5730 -2.7619 2.7676 -0.30 -0.63 -0.36
H 6.0160 -1.6592 -3.9749 0.11 -0.92 0.86
C -3.3032 2.0573 -2.0415 -0.20 -0.54 0.82
O -4.0912 2.7839 6.1576 -0.57 1.38 -0.58
H -3.7854 -6.6053 3.3304 0.39 0.09 0.15
N -1.3365 -2.8562 1.8502 0.00 1.24 -0.93
H 0.7657 -3.1350 -5.8143 0.54 -0.26 0.09
H 4.8125 -2.0524 -0.2685 -0.26 0.11 1.42
C -3.6999 -6.6499 2.2436 0.01 -1.08 -0.89
H 4.0358 -3.2566 -4.6007 0.67 -0.56 -1.04
O 5.4672 -4.0342 1.3328 0.57 -0.48 0.47
H 3.3323 -3.5756 5.0483 0.85 -0.15 -0.22
C -1.2788 7.6210 -0.1862 0.71 -0.30 0.58
C 2.7308 -4.0295 -3.0798 1.41 -1.27 0.12
H -2.1054 7.0498 0.2572 -0.51 0.37 -0.55
H 5.2203 4.5457 1.4140 -1.09 0.27 0.16
C 3.9748 -0.5964 1.1947 -0.29 -0.03 0.14
O -0.3599 -1.1320 -5.3343 -0.77 0.07 0.97
C -1.6070 -0.7931 -4.6744 0.76 0.92 -0.70
H 1.4537 1.4408 -0.0159 0.26 -0.16 -0.18
H 1.7037 0.4317 -2.0903 0.90 0.35 -0.06
H -0.7738 -2.9050 2.6890 0.21 -0.11 0.11
H -4.5270 4.2753 -1.2293 2.46 0.33 1.07
N -3.4518 4.3874 -1.0899 -2.46 -0.06 -1.02
H -3.3984 0.3105 6.4917 0.90 0.93 -0.61
H 3.8455 3.5217 1.9316 -0.40 -0.52 -0.48
H -2.2334 -0.3077 2.8556 0.30 0.03 -0.04
H -3.1229 -3.7997 -1.9095 -0.85 -0.40 -0.11
C 2.5541 -5.0547 -6.4829 -0.45 0.60 -0.15
H -1.2363 -2.1231 -6.8916 -1.25 -0.82 -0.32
C -5.2716 3.2463 2.1537 0.86 0.64 -0.42
H -2.1596 0.0353 -5.1928 0.57 -0.61 0.24
H 4.5567 -4.8622 -7.7750 -0.19 -0.21 -0.24
C 2.2976 -3.3943 4.8310 -1.79 -0.42 0.65
H 0.5927 -4.7206 1.7785 -0.51 0.07 -1.05
H -5.9924 0.6412 -3.1881 0.08 -0.02 -0.30
H -2.2444 -1.6416 -4.5913 -0.58 -0.86 -0.37
H -1.4117 -0.4844 -3.6485 0.33 0.13 -0.17
H -5.2758 4.3200 6.6866 0.34 0.35 0.02
C 0.6571 0.4155 -2.3392 -0.78 0.75 -0.14
C -2.9673 4.2424 0.2616 -1.35 1.10 0.98
C -4.2665 4.2127 6.2742 0.95 0.37 0.74
H -2.0733 4.0984 3.4667 1.41 0.68 0.06
H 0.5682 -5.7679 -3.6481 0.54 0.66 0.12
N 0.2504 -0.9389 -0.3756 1.02 -0.79 0.51
H -0.8543 -2.2045 1.2143 -0.22 -0.05 0.35
C 2.1725 -1.0244 4.9226 1.73 -0.09 0.98
C 6.2436 -4.8100 2.2344 -0.14 -0.66 -0.23
C 4.8292 -5.3652 -6.8475 1.06 0.03 -0.92
C 6.0342 -2.6539 -3.4252 -0.08 0.15 -0.61
H -1.6329 0.5546 6.2778 -0.40 0.23 -0.61
H -5.6048 0.5002 -1.5102 0.58 0.12 -0.16
H -3.3351 -0.4143 1.0191 0.86 0.33 0.16
H -1.7667 6.9653 -3.2606 0.11 0.27 -0.67
O 0.1939 1.6320 -2.9225 1.14 -0.19 -0.31
O -1.1872 -3.3292 -2.2111 0.15 -0.92 -1.00
H -1.1892 -4.1480 -4.1942 -0.57 -0.14 0.27
H 7.2932 -4.4644 2.3403 -0.61 0.34 0.14
O -0.0451 4.1947 4.2555 -1.07 0.55 -0.21
O 3.8459 -5.2792 -5.8860 -1.80 -0.14 0.06
C 0.4878 2.9586 3.8091 0.94 1.09 0.72
H 1.4383 6.2610 -1.1208 -0.30 -0.65 -1.02
C -0.9983 -4.4870 -3.1629 0.06 2.41 1.08
C -2.7578 2.4036 6.3623 0.24 -0.99 0.96
C -5.1502 0.7000 -2.5034 -0.52 -0.10 0.20
C 4.2308 4.5295 1.9593 0.96 -0.04 0.42
C -2.6594 -0.4211 3.8504 -0.22 0.17 0.34
H 0.5118 8.3781 0.6352 -0.22 -0.20 0.23
C -3.9446 -1.2149 3.6478 0.15 0.56 -1.20
H -2.9144 3.2364 0.6716 -0.10 -0.63 -0.19
H 2.3108 -5.7256 -7.3527 0.52 0.11 0.96
H -2.5665 2.3025 7.4557 0.09 0.78 -0.31
H 2.0938 2.1647 -3.8019 -1.13 -0.18 0.11
H 4.4578 4.6663 3.0206 -0.06 0.46 -0.14
H 0.4534 0.3380 5.0354 0.71 -0.49 -0.46
H 5.1395 -6.3939 -7.0501 -0.23 -0.11 -0.12
N -2.7672 0.8755 4.4995 -0.83 0.48 -1.64
H 1.1132 -2.8176 -3.2654 -0.32 -0.18 0.19
H 1.7589 -5.1662 -5.7256 0.70 -0.25 -0.07
H 0.1091 2.4174 -0.5038 -0.31 0.49 -0.07
H -0.6427 7.6455 1.7562 0.07 0.01 0.58
H 2.1110 4.3632 0.2759 1.28 0.65 -0.10
H 0.4671 -4.1327 0.0693 0.27 0.65 -0.36
H -2.2915 8.4907 -2.2642 0.78 -0.97 -0.65
H 1.0831 6.2280 1.7520 -0.52 0.01 -0.79
C -1.1343 4.7626 3.4905 -0.53 -1.23 0.82
H -4.5018 2.5322 1.8339 -0.39 -0.19 0.08
C -2.1126 -5.0158 2.2247 -0.89 0.60 -1.61
H 0.5584 -1.5994 -1.0999 -0.29 -0.07 0.54
C -3.9942 5.0293 1.1764 1.39 1.31 -1.19
H 0.9927 -0.0664 3.4266 -0.42 -0.47 -1.39
O -0.9224 7.1197 -1.4346 -0.40 0.14 -0.47
H 6.0382 -2.2028 2.1858 0.17 -0.09 -0.90
C 1.7901 6.3506 -0.1256 -0.32 0.93 1.63
H 6.3375 -5.8046 1.7612 -0.27 0.33 0.42
H 4.8673 0.0067 1.3651 0.18 0.03 -0.38
H -2.6251 1.3975 -2.6118 0.00 0.42 -0.15
H -4.5910 -1.2159 4.5263 0.06 -0.16 -0.05
```
Positions in Å, forces in eV/Å.

Its relative energy (zero: lowest compared OMol25 entry of this formula, charge and spin) is 288.68 kJ/mol.

Please write out number 2 again, unchanged.
Density functional theory data (ωB97M-V with the def2-TZVPD basis set) for an isolated molecule of C4H8OS at a distorted geometry.

Structure (XYZ):
```
14
Properties=species:S:1:pos:R:3:forces:R:3
C -2.2867 0.1175 0.1835 0.14 -1.02 1.85
H 1.8752 -1.1500 -1.2812 -0.52 0.03 -0.08
H 2.6312 -0.6091 0.1717 -0.93 -0.45 -0.13
H 1.7532 1.6128 0.2202 -0.47 0.29 -1.00
C 1.6735 -1.0765 -0.2108 1.43 0.08 1.22
H 1.6697 -2.1387 0.1991 -0.53 1.54 -0.34
S -1.0168 -0.8015 -0.7574 0.52 1.02 0.96
O -0.0668 2.0659 -0.6783 0.99 -0.03 -0.37
C 0.4857 -0.1227 0.1141 -0.52 -1.57 -1.32
C 0.7715 1.3024 -0.2757 -0.27 0.38 1.64
H 0.2373 0.0334 1.1869 0.33 -0.67 -0.31
H -2.1085 1.2051 0.3057 0.21 -0.86 -0.07
H -3.1891 0.0065 -0.3844 -0.59 -0.11 -0.20
H -2.4295 -0.4452 1.2067 0.20 1.39 -1.84
```
Positions in Å, forces in eV/Å.

Its relative energy (zero: lowest compared OMol25 entry of this formula, charge and spin) is 102.60 kJ/mol.